1.
{
  "formula": "C14H23FeN3O5",
  "method": "wB97M-V/def2-TZVPD",
  "spin_multiplicity": 5,
  "e_homo_ev": [-11.842, -14.099],
  "charge": 2,
  "homo_lumo_gap_ev": [3.92, 5.87],
  "e_lumo_ev": [-7.92, -8.23],
  "total_energy_ev": -63966.7268,
  "species": ["C", "C", "H", "H", "C", "C", "H", "H", "C", "H", "H", "H", "C", "H", "H", "H", "Fe", "O", "C", "O", "C", "O", "N", "C", "C", "H", "H", "H", "H", "C", "C", "H", "H", "H", "C", "O", "C", "O", "N", "N", "H", "H", "H", "H", "H", "H"],
  "xyz": [[-1.0158, -0.8277, -3.5093], [-2.1037, -1.8607, -3.8314], [-0.8216, -0.1839, -4.3818], [-0.0694, -1.4032, -3.3534], [-2.3625, -2.7686, -2.8370], [-1.6965, -2.5148, -1.6186], [-0.6812, -2.0521, -1.6363], [-2.0511, -2.9826, -0.7027], [-2.9900, -1.8307, -5.0247], [-2.9151, -0.9440, -5.6613], [-4.0456, -1.8788, -4.7007], [-2.8930, -2.7021, -5.6864], [-3.3739, -3.9278, -2.9462], [-3.1758, -4.6802, -3.7290], [-4.4276, -3.6387, -3.1095], [-3.3715, -4.5197, -2.0180], [2.5785, 0.9645, 1.1185], [0.8400, 0.8932, -0.1504], [-0.3183, 0.4177, 0.0137], [1.4144, -0.0016, 2.4374], [0.1593, 0.1139, 2.4669], [-0.5550, 0.0497, 3.5766], [-0.6768, 0.3021, 1.3791], [-2.0122, 0.1070, 3.2337], [-2.0444, -0.0438, 1.7453], [-2.3961, 1.0922, 3.5495], [-2.4828, -0.7397, 3.7642], [-2.7714, 0.5797, 1.2252], [-2.2213, -1.0887, 1.4730], [-1.3670, 0.0394, -0.9203], [-1.2802, 0.2171, -2.4165], [-2.3535, -0.1214, -0.4412], [-0.5908, 1.0799, -2.5801], [-2.2821, 0.5979, -2.6070], [5.2065, 4.4940, 3.7802], [4.2408, 4.3236, 2.7174], [4.0524, 3.0988, 2.2991], [3.4095, 2.8367, 1.2505], [4.5848, 2.1388, 3.0610], [4.2841, 0.7948, 2.7413], [4.7888, 4.1385, 4.7283], [5.3995, 5.5608, 3.8285], [6.1561, 3.9771, 3.5727], [5.1940, 2.2993, 3.8472], [5.1356, 0.2851, 2.4970], [3.9020, 0.3090, 3.5554]]
}

---

2.
{
  "formula": "C14H23GeN3O6Pd",
  "method": "wB97M-V/def2-TZVPD",
  "spin_multiplicity": 1,
  "relative_energy_ev": 0.314,
  "e_homo_ev": [-8.854, -8.854],
  "homo_lumo_gap_ev": [8.83, 8.83],
  "e_lumo_ev": [-0.03, -0.03],
  "total_energy_ev": -91642.6650,
  "species": ["Pd", "O", "C", "O", "C", "C", "N", "N", "C", "C", "O", "O", "H", "H", "H", "O", "C", "O", "C", "N", "C", "C", "C", "H", "H", "H", "H", "H", "H", "H", "H", "H", "C", "Ge", "C", "C", "C", "H", "H", "H", "H", "H", "H", "H", "H", "H", "H", "H"],
  "xyz": [[-0.2622, -0.2928, -0.0043], [-4.5375, -3.4457, 2.3263], [-3.3975, -3.7404, 2.9029], [-3.2884, -4.5789, 3.7668], [-2.1892, -2.9834, 2.4536], [-0.9416, -3.2021, 2.9885], [-0.0940, -2.3558, 2.3848], [-0.7216, -1.5988, 1.4850], [-1.9979, -1.9527, 1.5051], [-2.9429, -1.2002, 0.5919], [-4.1362, -1.5311, 0.6140], [-2.4227, -0.2868, -0.1106], [-4.4432, -2.6996, 1.6458], [-0.6336, -3.8886, 3.7609], [0.8905, -2.2312, 2.5389], [-0.0399, 1.8247, -0.7568], [-0.2865, 2.5390, 0.3627], [-0.4220, 1.9679, 1.4054], [-0.3682, 4.0331, 0.1397], [-0.2649, 4.3471, -1.2998], [0.8354, 5.3202, -1.4897], [1.0559, 5.9481, -0.1164], [0.8029, 4.7676, 0.8202], [-1.3207, 4.3598, 0.5553], [-1.1369, 4.7171, -1.6488], [-0.0330, 2.4717, -1.5021], [0.5741, 6.0387, -2.2643], [1.7342, 4.7920, -1.8166], [0.3220, 6.7382, 0.0590], [2.0509, 6.3766, 0.0019], [0.5624, 5.0493, 1.8422], [1.6806, 4.1183, 0.8538], [1.0765, -3.8618, -0.2433], [1.5039, -2.3385, -1.4096], [3.2566, -2.6913, -2.2390], [0.1380, -2.1304, -2.8051], [1.6511, -0.6844, -0.3455], [1.1823, -4.7936, -0.8017], [0.0544, -3.8117, 0.1325], [1.7660, -3.9057, 0.6031], [3.2296, -3.6247, -2.8062], [4.0318, -2.7796, -1.4756], [3.5331, -1.8870, -2.9232], [0.1136, -3.0222, -3.4348], [0.3698, -1.2764, -3.4451], [-0.8570, -1.9879, -2.3802], [1.9899, 0.1815, -0.9216], [2.3322, -0.8078, 0.5002]]
}

---

3.
{
  "formula": "C14H23MgN5O",
  "method": "wB97M-V/def2-TZVPD",
  "spin_multiplicity": 1,
  "e_homo_ev": -15.763,
  "charge": 2,
  "homo_lumo_gap_ev": 11.06,
  "e_lumo_ev": -4.70,
  "total_energy_ev": -29823.5683,
  "species": ["Mg", "C", "C", "N", "H", "H", "H", "C", "C", "N", "H", "H", "H", "C", "C", "N", "H", "H", "H", "C", "C", "N", "H", "H", "H", "C", "C", "N", "H", "H", "H", "C", "C", "C", "O", "C", "H", "H", "H", "H", "H", "H", "H", "H"],
  "xyz": [[-12.4535, 19.2935, -0.5225], [-10.2829, 22.6845, 2.0499], [-11.0046, 21.5528, 1.4584], [-11.5583, 20.6748, 0.9767], [-10.5048, 22.8018, 3.1076], [-10.5524, 23.6045, 1.5345], [-9.2141, 22.5161, 1.9268], [-15.0524, 17.3030, -3.7448], [-14.1509, 17.6896, -2.6639], [-13.4428, 17.9933, -1.8149], [-14.5279, 16.9610, -4.6355], [-15.7584, 18.0944, -3.9764], [-15.6198, 16.4209, -3.4347], [-8.6436, 19.8408, -3.1222], [-9.9255, 19.6787, -2.4132], [-10.8928, 19.5176, -1.8286], [-8.1144, 18.9056, -2.9478], [-8.1769, 20.7633, -2.7966], [-8.9081, 19.8873, -4.1806], [-15.0762, 18.4250, 3.2140], [-14.3039, 18.6017, 1.9836], [-13.6983, 18.7325, 1.0195], [-14.8695, 19.2108, 3.9348], [-14.7933, 17.4562, 3.6343], [-16.1543, 18.3535, 3.0801], [-15.1906, 22.4887, -2.4618], [-14.2102, 21.5994, -1.8214], [-13.4232, 20.9148, -1.3524], [-14.8284, 22.6348, -3.4802], [-15.1182, 23.4258, -1.9117], [-16.1581, 21.9978, -2.4622], [-11.3026, 15.9675, 1.7427], [-11.3533, 15.5274, 0.2655], [-10.6851, 16.6832, -0.4877], [-11.0167, 17.8354, 0.2954], [-10.9193, 17.4590, 1.6629], [-10.5715, 15.4147, 2.3271], [-12.3043, 15.7790, 2.1252], [-12.3938, 15.5108, -0.0652], [-10.9255, 14.5610, 0.0113], [-11.1036, 16.7612, -1.4890], [-9.5984, 16.5921, -0.5568], [-11.5324, 18.0802, 2.3144], [-9.9063, 17.6533, 2.0328]]
}

---

4.
{
  "formula": "C14H23N2O2S",
  "method": "wB97M-V/def2-TZVPD",
  "spin_multiplicity": 1,
  "relative_energy_ev": 0.000,
  "e_homo_ev": -12.618,
  "charge": 1,
  "homo_lumo_gap_ev": 8.57,
  "e_lumo_ev": -4.05,
  "total_energy_ev": -32787.7090,
  "species": ["C", "C", "C", "C", "C", "C", "C", "N", "C", "C", "C", "O", "C", "N", "C", "C", "C", "O", "S", "H", "H", "H", "H", "H", "H", "H", "H", "H", "H", "H", "H", "H", "H", "H", "H", "H", "H", "H", "H", "H", "H", "H"],
  "xyz": [[3.2010, 0.2509, 2.6356], [4.0717, 0.8633, 1.8451], [4.8153, 1.4894, 0.5414], [3.9075, 2.5985, -0.2228], [2.7010, 1.8312, -0.9774], [1.3844, 1.6200, -0.0596], [0.8118, 0.1079, -0.2882], [-0.6921, -0.1296, -0.2705], [-1.3531, -1.4576, -0.0469], [-0.2437, -2.6544, -0.1601], [-0.8855, -4.1123, 0.2215], [0.2596, -2.7882, -1.5383], [-1.3319, 1.0256, -0.5168], [-2.7586, 1.3677, -0.6565], [-3.4309, 0.5990, -1.7632], [-3.5124, 1.3593, 0.6160], [-4.4362, 0.1803, 1.1901], [-3.3712, 2.3965, 1.3627], [-0.1903, 2.4953, -0.6100], [2.7074, -0.0978, 3.6212], [5.0433, 0.6322, -0.1956], [5.8195, 1.9098, 0.9338], [3.5438, 3.4333, 0.5023], [4.5955, 3.0851, -1.0174], [2.4057, 2.4941, -1.8803], [3.0838, 0.8228, -1.4161], [1.5173, 1.7462, 1.0902], [1.3225, -0.4559, 0.5888], [1.1640, -0.1802, -1.3655], [-1.7951, -1.4686, 1.0381], [-2.1853, -1.7212, -0.7822], [0.6461, -2.5151, 0.5552], [-1.3658, -4.1055, 1.2817], [-0.0089, -4.8666, 0.1726], [-1.6424, -4.4414, -0.5967], [1.1440, -2.3437, -1.6004], [-4.2947, 1.2777, -2.1512], [-3.7763, -0.4585, -1.4833], [-2.7295, 0.4695, -2.6863], [-5.4544, 0.6698, 1.4749], [-4.0018, -0.2703, 2.1648], [-4.6852, -0.6583, 0.4491]]
}

---

5.
{
  "formula": "C14H23N2O6",
  "method": "wB97M-V/def2-TZVPD",
  "spin_multiplicity": 1,
  "e_homo_ev": -2.571,
  "charge": -1,
  "homo_lumo_gap_ev": 4.90,
  "e_lumo_ev": 2.33,
  "total_energy_ev": -30154.8821,
  "species": ["C", "C", "O", "C", "O", "C", "C", "C", "C", "C", "N", "C", "O", "C", "N", "H", "H", "H", "H", "H", "H", "H", "H", "H", "H", "H", "H", "H", "H", "H", "H", "H", "C", "C", "C", "O", "C", "O", "O", "H", "H", "H", "H", "H", "H"],
  "xyz": [[4.9411, -2.4311, -0.3517], [5.4883, -1.0848, 0.0735], [4.5219, -0.0310, 0.0152], [3.6319, 0.0000, 1.0271], [3.6869, -0.7506, 1.9587], [2.6793, 1.1427, 0.8840], [1.5982, 1.0504, -0.2267], [1.5440, -0.2119, -1.0826], [0.7548, -1.3081, -0.3858], [-0.6821, -1.1917, -0.7994], [-1.6239, -2.0816, -0.1060], [-2.2267, -1.4827, 1.0976], [1.1941, -2.6241, -1.1093], [1.6870, -3.4923, -0.3274], [2.1835, -4.2838, 0.3558], [4.4008, -2.9340, 0.4436], [5.7854, -3.0658, -0.6337], [4.2957, -2.3394, -1.2224], [5.9076, -1.1426, 1.0772], [6.2771, -0.7764, -0.6118], [3.2930, 2.0193, 0.6646], [2.2174, 1.3210, 1.8496], [1.7065, 1.9179, -0.8812], [0.6236, 1.1501, 0.2495], [1.0487, 0.0692, -2.0386], [2.5282, -0.5758, -1.3684], [-0.7870, -1.3577, -1.8912], [-0.9734, -0.1544, -0.6247], [-1.0958, -2.8891, 0.1920], [-1.9812, -2.0755, 1.9792], [-1.8333, -0.4839, 1.2783], [-3.3118, -1.4459, 0.9858], [-5.4472, 1.4869, -1.0051], [-4.8035, 2.1607, 0.1811], [-4.4214, 3.6122, -0.0053], [-3.3201, 3.7513, 0.8969], [-2.7374, 2.5244, 1.0313], [-1.7036, 2.3315, 1.5732], [-3.5223, 1.5764, 0.4615], [-5.3838, 0.4047, -0.9014], [-6.4971, 1.7712, -1.0789], [-4.9428, 1.7604, -1.9325], [-5.4235, 2.0378, 1.0746], [-5.2099, 4.3149, 0.2541], [-4.0674, 3.8111, -1.0200]]
}

---

6.
{
  "formula": "C14H23N2PSn",
  "method": "wB97M-V/def2-TZVPD",
  "spin_multiplicity": 1,
  "relative_energy_ev": 0.000,
  "e_homo_ev": [-15.683, -14.957],
  "charge": 2,
  "homo_lumo_gap_ev": [6.82, 5.13],
  "e_lumo_ev": [-8.86, -9.83],
  "total_energy_ev": -32970.9720,
  "species": ["C", "C", "C", "C", "C", "C", "C", "C", "N", "Sn", "C", "P", "H", "H", "H", "H", "H", "H", "H", "H", "C", "C", "H", "C", "C", "H", "H", "H", "H", "H", "H", "H", "H", "H", "H", "H", "H", "H", "H", "N", "C"],
  "xyz": [[2.3397, 2.9776, -0.5373], [0.9891, 3.0319, -0.8959], [0.0430, 2.1209, -0.3906], [0.4721, 1.1249, 0.5030], [1.8543, 0.9844, 0.7246], [2.7734, 1.9426, 0.2901], [-1.3818, 2.3555, -0.7920], [-2.0365, 1.3764, -1.8039], [-1.4939, 0.0481, -1.9512], [-0.6431, 0.0915, 2.1512], [2.4153, -0.1438, 1.5715], [1.2545, -1.5962, 1.4323], [0.6206, 3.8414, -1.5266], [3.8080, 1.8603, 0.6554], [3.0498, 3.7368, -0.8729], [2.5092, 0.1440, 2.6338], [3.4150, -0.4638, 1.2175], [-2.0126, 2.4045, 0.1084], [-1.4266, 3.3435, -1.2682], [-3.0960, 1.2472, -1.5297], [1.8057, -2.8019, 2.6705], [1.8529, -2.2600, -0.1740], [-2.0122, 1.8691, -2.7899], [-0.2929, -0.1628, -2.7162], [-2.4512, -1.0278, -2.0008], [-2.3637, -0.2352, 2.6328], [-0.5022, -0.0675, -3.7994], [0.4707, 0.5786, -2.4442], [0.0781, -1.1866, -2.5302], [-2.9099, -1.0948, -3.0043], [-1.9752, -1.9985, -1.7900], [-3.2603, -0.8407, -1.2828], [2.8374, -2.7309, -0.0538], [1.1414, -3.0134, -0.5362], [1.9414, -1.4725, -0.9323], [2.8737, -3.0399, 2.5709], [1.6162, -2.4340, 3.6844], [1.2225, -3.7196, 2.5275], [-3.7607, -0.7556, 3.2292], [-5.2582, -2.4530, 3.5853], [-4.5070, -1.5807, 3.4338]]
}